Record 1
64
Properties=species:S:1:pos:R:3:forces:R:3 method="wB97M-V/def2-TZVPD" lumo_energy_ev="-11.838 / -14.852" gap_ev="6.9 / 4.0" s2=6.0219 total_charge=+4 e_homo_ev="-18.6942 / -18.8811" multiplicity=5
P 3.61216 -0.59022 0.59582 -0.48 0.45 0.82
C 4.26883 -0.89545 2.22537 0.48 -0.21 0.31
H 5.21752 -1.44249 2.11081 -0.13 0.11 0.10
H 3.57726 -1.50316 2.82516 0.10 0.13 -0.26
H 4.47077 0.04424 2.75781 -0.07 -0.16 -0.21
C 3.37126 -2.12747 -0.30309 -0.52 -0.23 -0.26
H 3.44521 -1.94558 -1.38612 0.04 -0.01 0.38
H 2.39373 -2.58414 -0.08634 0.37 0.10 0.06
H 4.16380 -2.83521 -0.00891 -0.19 0.28 -0.02
C 4.68659 0.46984 -0.37709 -0.13 0.54 -0.09
H 5.64475 -0.05002 -0.54439 -0.29 0.02 0.17
H 4.89090 1.41939 0.14104 -0.04 -0.31 -0.10
H 4.22907 0.68860 -1.35537 0.15 -0.14 0.38
P -0.81362 3.03405 -0.42748 -1.29 3.28 0.04
C -0.71592 3.55232 1.33429 0.78 -1.12 0.29
H -1.45832 4.34710 1.50633 0.07 -0.28 -0.34
H 0.29205 3.94889 1.52217 -0.28 -0.16 0.00
H -0.89107 2.69943 2.01052 0.05 0.36 -0.03
C -0.01104 4.46416 -1.26930 0.91 -0.89 -0.48
H -0.08424 4.34979 -2.36060 0.02 0.16 0.31
H 1.05029 4.49309 -0.98420 -0.27 0.17 -0.17
H -0.49993 5.40290 -0.96531 -0.01 -0.41 0.11
C -2.56723 3.45154 -0.81373 -0.21 -1.36 -0.35
H -2.73399 4.52954 -0.65838 0.31 -0.33 0.03
H -3.22726 2.87330 -0.15161 0.06 0.24 -0.24
H -2.78830 3.19346 -1.86021 -0.09 0.20 0.32
P -2.77054 -2.48847 0.71963 0.23 0.74 0.36
C -3.49308 -2.90163 2.30343 -0.44 -0.43 0.26
H -4.27677 -3.66152 2.14754 0.19 0.16 0.13
H -3.94763 -2.01874 2.77924 0.08 -0.25 -0.30
H -2.72850 -3.30855 2.98324 -0.14 0.13 -0.30
C -3.90071 -2.52892 -0.67556 -0.38 0.24 -0.08
H -4.52389 -3.43561 -0.63036 0.16 0.21 0.07
H -3.33331 -2.53216 -1.61871 -0.11 -0.03 0.41
H -4.55407 -1.64494 -0.66252 0.04 -0.30 0.05
C -1.36258 -3.51893 0.29449 0.57 0.15 0.11
H -1.69942 -4.55987 0.16882 -0.05 0.28 0.11
H -0.60141 -3.47969 1.08607 -0.26 -0.09 -0.12
H -0.91717 -3.17548 -0.65131 -0.25 -0.12 0.26
Pd -0.26419 0.54854 -2.36177 -0.84 3.08 8.61
C 1.97689 0.21935 0.72509 1.44 -0.76 -1.88
O 0.93019 0.66114 0.98734 0.09 0.14 0.43
C -2.11585 -0.80446 0.73875 -0.07 -1.62 -1.52
O -1.62797 0.23910 0.90681 -0.25 0.55 0.38
C -1.48805 0.12199 -3.97051 -1.55 -0.19 -1.29
C -0.87309 -1.05502 -3.53828 -0.56 -2.43 -0.69
C 0.50876 -1.09479 -3.36936 0.79 -2.86 -0.67
C 1.28247 0.02458 -3.65727 2.05 -0.53 -0.72
C 0.67759 1.19411 -4.11191 0.93 1.79 -1.68
C -0.70639 1.23934 -4.27580 -0.65 1.90 -1.95
H -2.57094 0.18871 -3.99442 0.07 0.01 -0.13
H -1.47244 -1.91423 -3.25581 0.05 0.06 -0.22
H 0.98258 -1.98110 -2.95045 -0.11 0.08 -0.34
H 2.35715 -0.00533 -3.47599 -0.27 0.09 -0.07
H 1.27278 2.09737 -4.23607 -0.10 -0.23 -0.25
H -1.18403 2.18142 -4.53274 0.06 -0.22 -0.25
S -0.68872 -1.52822 4.48630 0.40 0.69 0.08
C 0.91798 -0.88413 4.54289 -0.19 0.89 -0.80
C 0.93024 0.37965 3.97050 -0.64 -1.42 0.42
N -0.29493 0.81158 3.50416 -0.38 -0.02 0.36
C -1.24475 -0.05709 3.74077 1.16 -0.24 0.34
H 1.76767 -1.41492 4.96092 -0.36 0.01 0.08
H 1.81814 1.00282 3.89631 -0.32 0.02 0.05
H -2.30526 0.09616 3.54928 0.31 0.09 0.00

Record 2
24
Properties=species:S:1:pos:R:3:forces:R:3 method="wB97M-V/def2-TZVPD" lumo_energy_ev=0.642 gap_ev=9.5 e_homo_ev=-8.8207 multiplicity=1 smiles="C[C@@H]1CC(=O)N2C(=N1)SC[C@@H]2C"
C 1.32982 3.01871 -1.21647 -0.13 -0.47 0.17
C 0.65203 1.92259 -0.41502 0.92 -0.22 0.00
C 1.65549 1.17113 0.51949 -2.64 -0.01 -0.74
C 0.92729 -0.07227 1.05299 1.37 1.18 0.89
O 1.19286 -0.44444 2.16418 -0.32 -0.95 0.94
N 0.04003 -0.72627 0.24305 0.38 -0.19 0.22
C -0.22400 -0.20425 -0.99324 0.47 4.27 -2.17
N 0.02515 1.04000 -1.38999 -0.70 -3.53 1.09
S -0.99440 -1.31138 -2.10046 -0.07 -0.78 1.09
C -0.97602 -2.61146 -0.76511 -1.12 0.10 -0.09
C -0.74036 -1.89756 0.59645 -1.26 -0.96 -0.01
C -2.07298 -1.46586 1.25684 0.47 -0.37 -0.23
H 0.58159 3.46793 -1.85572 -0.07 0.36 -0.09
H 1.75452 3.73107 -0.52495 0.28 0.46 -0.06
H 2.08877 2.57969 -1.86740 0.10 0.10 0.14
H -0.10910 2.39328 0.22308 -0.12 -0.18 -0.05
H 1.96255 1.80568 1.34465 -0.02 -0.24 0.19
H 2.50976 0.82902 -0.01071 0.87 -0.21 -0.70
H -0.16672 -3.29909 -0.93152 0.31 -0.27 -0.32
H -1.94536 -3.17976 -0.78505 0.94 0.62 0.08
H -0.24250 -2.65445 1.24011 0.22 1.04 -0.24
H -1.91089 -0.91967 2.18167 0.14 0.05 0.04
H -2.62755 -0.85044 0.56527 -0.15 0.41 -0.24
H -2.70996 -2.32217 1.46786 0.13 -0.21 0.10

Record 3
54
Properties=species:S:1:pos:R:3:forces:R:3 method="wB97M-V/def2-TZVPD" lumo_energy_ev="-6.204 / -7.872" gap_ev="7.6 / 6.0" s2=0.7539 total_charge=+2 e_homo_ev="-13.8401 / -13.8410" multiplicity=2
Ir 2.06987 0.27844 -0.91881 -0.04 0.06 -0.02
O 1.19624 6.17768 -0.55938 -0.02 -0.02 -0.02
C 1.43711 4.87124 -0.61153 0.00 0.04 0.05
C 2.69476 4.31334 -0.33686 0.02 0.00 0.00
C 2.82418 2.94735 -0.42353 0.00 0.03 -0.02
N 1.76953 2.20592 -0.75094 0.02 -0.06 0.01
C 0.55911 2.69809 -1.02131 0.00 0.07 -0.02
C 0.34710 4.05100 -0.95893 -0.01 -0.06 -0.03
C -0.43579 1.61249 -1.41201 0.04 0.06 0.08
O -1.58501 1.91952 -1.67698 -0.06 -0.13 -0.06
O 0.03341 0.39632 -1.43805 0.02 -0.07 -0.02
C 4.09369 2.12285 -0.18899 -0.07 -0.05 0.03
O 5.08762 2.64465 0.23025 0.02 0.02 -0.01
O 3.96791 0.83113 -0.46982 0.00 -0.02 -0.02
H 1.98441 6.68806 -0.33265 0.02 0.01 0.00
H 3.55416 4.91587 -0.07025 -0.01 0.01 0.00
H -0.61945 4.48086 -1.17938 0.00 0.01 0.00
C 3.87845 -1.58130 3.69304 -0.01 0.02 0.04
N 3.02015 -0.65300 2.95148 0.00 -0.02 -0.11
C 2.42557 0.48963 3.64394 0.00 -0.01 0.03
C 2.79319 -0.80892 1.64911 0.10 -0.09 0.05
N 1.89351 -0.10784 0.99391 -0.03 0.07 0.00
N 3.52642 -1.78194 1.00309 -0.03 0.04 -0.02
C 3.25356 -2.34527 -0.23429 0.02 -0.04 0.01
N 3.82818 -3.54217 -0.43453 0.02 0.05 0.01
N 2.51538 -1.73319 -1.09862 0.02 -0.01 0.03
H 3.77362 -1.37389 4.75229 -0.02 -0.02 0.00
H 4.93150 -1.44722 3.43463 0.00 0.01 0.00
H 3.57332 -2.61276 3.52081 0.01 0.00 0.00
H 2.84145 0.54459 4.64384 0.03 0.02 -0.01
H 1.34301 0.37978 3.73859 0.00 0.00 0.00
H 2.66678 1.41692 3.12148 -0.01 0.00 0.00
H 1.33057 0.51324 1.55583 -0.01 -0.01 -0.02
H 4.40426 -2.04472 1.42276 -0.01 -0.01 0.02
H 4.15194 -4.10763 0.33088 0.01 0.00 0.00
H 3.89418 -3.92776 -1.36103 -0.02 -0.02 0.00
H 2.25151 -2.30491 -1.89042 -0.01 0.04 -0.02
C -4.28457 -1.84700 -3.21043 0.04 -0.04 0.01
Te -3.17144 -0.05008 -3.04543 0.04 0.08 -0.05
C -4.00112 0.10617 -1.11728 0.06 0.02 0.06
C -5.07568 -0.94093 -1.01403 -0.07 -0.05 -0.02
C -5.93017 -0.96654 0.08417 0.00 -0.01 0.00
C -6.91233 -1.93744 0.17273 0.00 0.02 0.03
C -7.04933 -2.88514 -0.83341 -0.01 -0.02 -0.02
C -6.20475 -2.86248 -1.92948 0.02 0.00 0.00
C -5.21447 -1.88969 -2.02352 -0.01 0.05 0.05
H -3.56891 -2.67383 -3.21639 -0.01 0.00 -0.02
H -4.79821 -1.85484 -4.17285 -0.01 0.04 0.00
H -4.34865 1.12943 -0.97624 -0.01 0.00 -0.03
H -3.15970 -0.04970 -0.43726 -0.03 0.00 0.01
H -5.83213 -0.22200 0.86436 0.00 0.00 0.00
H -7.57998 -1.95070 1.02329 0.00 0.00 0.00
H -7.82424 -3.63644 -0.76756 0.00 0.00 0.00
H -6.31968 -3.59526 -2.71830 0.00 0.00 0.00

Record 4
109
Properties=species:S:1:pos:R:3:forces:R:3 method="wB97M-V/def2-TZVPD" lumo_energy_ev=-12.235 gap_ev=5.6 total_charge=+4 e_homo_ev=-17.8808 multiplicity=1
Sn -0.39232 -0.40503 0.12557 -0.22 -0.21 0.34
O 5.17123 -3.60083 0.56153 -0.02 0.03 0.03
C 4.04687 -2.93736 0.44036 -0.08 0.03 -0.03
C 3.01720 -3.24258 -0.46458 0.05 -0.03 0.10
C 1.90676 -2.44556 -0.48580 -0.16 -0.15 0.14
N 1.69843 -1.38914 0.33317 -0.04 -0.08 -0.21
C 2.70260 -1.11292 1.19219 0.05 0.06 0.00
Br 2.45930 0.33608 2.34301 -0.01 0.08 0.05
C 3.86690 -1.82727 1.27852 -0.03 -0.01 -0.01
H 5.25563 -4.35555 -0.03880 0.01 -0.03 -0.03
H 3.09670 -4.07598 -1.15046 0.01 0.00 0.00
H 1.12413 -2.65491 -1.20120 -0.02 0.02 0.04
H 4.63979 -1.55024 1.98152 0.01 0.00 0.00
C -2.07133 -3.70180 4.20591 0.01 -0.05 0.04
C -1.42827 -4.17508 2.88926 0.03 -0.03 0.03
C -2.37313 -5.10444 2.10564 0.00 -0.03 0.01
C -0.06706 -4.84853 3.14816 -0.04 -0.04 0.02
C -1.17970 -2.99560 2.06251 -0.01 0.06 -0.01
N -0.98198 -2.07009 1.40915 0.08 0.10 -0.21
H -2.33558 -4.59036 4.77891 0.01 0.01 0.02
H -2.98437 -3.13284 4.03202 -0.01 0.00 -0.01
H -1.37341 -3.11224 4.80158 -0.02 0.01 -0.04
H -2.53208 -5.99751 2.70940 -0.01 0.00 -0.01
H -1.93669 -5.41466 1.15451 -0.01 0.02 0.04
H -3.34242 -4.63848 1.92987 0.00 0.01 -0.01
H -0.23911 -5.70228 3.80329 0.01 0.00 -0.01
H 0.62642 -4.17334 3.64872 0.01 0.00 0.00
H 0.38108 -5.21759 2.22532 0.00 0.01 -0.01
C 1.17343 1.43998 -3.48914 0.08 -0.09 -0.05
Si 1.13881 -0.39135 -3.80360 -0.06 -0.12 0.05
C 2.64641 -1.28225 -3.18927 0.02 0.16 -0.13
C 0.71045 -0.92475 -5.52636 0.15 0.03 0.04
As -0.83856 -1.12688 -2.42322 -0.03 0.19 0.02
Si -2.71580 0.25531 -3.34627 0.01 0.08 -0.10
C -2.47531 1.97076 -2.65501 -0.03 -0.07 0.08
C -4.34998 -0.57147 -2.99806 0.10 -0.04 0.00
C -2.49305 0.23900 -5.19172 0.04 0.09 0.11
Si -1.60142 -3.51642 -2.46883 -0.08 -0.12 -0.02
C -1.53074 -3.83353 -4.29609 -0.04 0.01 0.11
C -3.31127 -3.56894 -1.74164 0.08 0.10 0.04
C -0.46291 -4.64656 -1.51868 0.10 0.11 -0.08
H 2.12819 1.82923 -3.85523 0.01 0.00 -0.02
H 1.10993 1.69363 -2.42818 -0.02 0.02 0.00
H 0.38813 1.96496 -4.03218 -0.03 0.00 0.02
H 3.44473 -1.03949 -3.89894 0.01 0.02 -0.01
H 2.53222 -2.36636 -3.21090 0.01 0.02 0.01
H 2.98482 -0.95661 -2.20578 0.00 0.00 -0.08
H 1.65554 -0.89092 -6.08042 0.00 0.01 -0.02
H 0.01700 -0.26453 -6.03899 -0.02 -0.01 0.02
H 0.35198 -1.95164 -5.59439 -0.02 0.02 0.02
H -2.35476 2.02912 -1.57145 -0.04 -0.03 0.00
H -3.34933 2.57119 -2.92603 -0.02 -0.01 0.01
H -1.61464 2.45271 -3.11877 0.03 -0.02 0.01
H -4.48481 -1.01365 -2.01501 -0.01 0.03 -0.04
H -4.52056 -1.34811 -3.74669 0.03 -0.01 0.00
H -5.13022 0.17762 -3.16439 0.00 0.02 0.00
H -1.77398 0.97723 -5.54494 0.03 -0.03 -0.01
H -3.47329 0.53180 -5.58566 0.01 0.02 -0.02
H -2.26089 -0.73158 -5.62686 0.00 -0.03 0.02
H -2.10135 -3.12089 -4.89258 0.01 0.02 0.00
H -1.97933 -4.81861 -4.46498 -0.01 -0.01 0.00
H -0.50743 -3.88099 -4.66812 0.01 0.01 -0.01
H -4.05779 -3.14442 -2.40839 0.00 -0.03 0.00
H -3.38593 -3.07319 -0.77041 0.02 -0.01 -0.01
H -3.56866 -4.62261 -1.59767 0.02 -0.01 0.00
H 0.46493 -4.84460 -2.05947 0.01 0.02 0.03
H -0.98858 -5.60353 -1.43814 0.00 0.00 -0.04
H -0.22138 -4.32362 -0.50553 -0.05 0.00 0.01
C 0.50140 1.45972 6.41228 0.03 0.06 -0.04
C 1.08266 2.39630 5.56510 -0.04 -0.06 0.07
C 0.76944 2.40044 4.21359 0.04 0.03 -0.10
C -0.13422 1.45629 3.73282 0.01 0.04 -0.05
C -0.73350 0.52354 4.57239 -0.03 -0.14 -0.05
C -0.40527 0.52772 5.91853 -0.01 0.02 0.01
As -0.74687 1.64245 1.92913 0.09 0.09 0.00
C -0.14872 3.19998 1.01591 -0.03 0.04 0.04
C 1.10606 3.49803 0.50546 0.01 -0.04 -0.04
C 1.29642 4.73649 -0.09240 0.02 0.00 -0.02
C 0.24397 5.64130 -0.17115 -0.01 0.00 0.00
C -1.01139 5.33010 0.33759 0.01 -0.05 -0.02
C -1.22551 4.09705 0.93928 0.05 0.01 -0.01
C -2.49264 3.65191 1.56766 -0.11 -0.02 0.00
C -3.62003 4.44730 1.75187 0.04 -0.02 0.02
C -4.70627 3.95586 2.46264 0.00 0.00 -0.02
C -4.69168 2.67034 2.99862 -0.02 0.01 0.00
C -3.58809 1.85176 2.80989 0.02 0.00 0.06
C -2.51174 2.35275 2.09375 0.04 0.03 -0.22
H 0.74403 1.46562 7.46633 0.01 0.00 0.00
H 1.77242 3.13127 5.95719 0.00 0.01 0.00
H 1.20608 3.14660 3.55928 0.01 -0.01 0.00
H -1.46117 -0.18923 4.19620 0.04 0.01 0.00
H -0.87003 -0.17962 6.59209 0.00 -0.01 -0.01
H 1.92977 2.79773 0.57873 0.00 0.01 0.03
H 2.26822 5.00307 -0.48486 0.01 0.00 0.00
H 0.40525 6.60798 -0.62926 0.00 0.00 0.00
H -1.80822 6.05810 0.26801 -0.01 0.00 0.00
H -3.64249 5.46227 1.37897 0.00 0.01 0.00
H -5.56708 4.59123 2.62310 -0.01 0.00 0.00
H -5.53491 2.31814 3.57811 0.00 0.00 0.00
H -3.57084 0.85839 3.24075 0.01 0.00 0.00
C -6.27787 -0.50628 0.59299 -0.03 -0.02 0.01
C -5.34569 0.57677 0.03852 0.01 0.17 0.04
C -3.94323 0.19726 0.10900 0.15 0.01 0.16
N -2.83363 -0.08989 0.20552 -0.12 -0.28 -0.20
H -7.30642 -0.22095 0.38559 -0.01 0.01 0.03
H -6.16157 -0.60324 1.67141 0.01 -0.03 -0.02
H -6.09597 -1.47441 0.12768 0.00 0.01 -0.02
H -5.42447 1.50448 0.61161 -0.07 0.02 0.00
H -5.57007 0.82289 -1.00106 0.00 -0.04 0.04

How do the records compare in relative energy (zero: lowest compared OMol25 entry of this formula, charge and spin)? In the order shown, they have 50.98; 34.06; 65.96; 0.00 kJ/mol.
How do the records compare in electronic energy? In the order shown, they have -69042.4627; -24353.9999; -49357.6805; -270090.3646 eV.